1.
Density functional theory data (ωB97M-V with the def2-TZVPD basis set) for a cluster of 6 separate species, C54H114N6O6 in total in a non-equilibrium geometry.

The geometry in XYZ format:
```
180
Properties=species:S:1:pos:R:3:mulliken_spin:R:1
C 1.841 -0.452 7.876 0.172
C 2.215 -1.475 6.808 -0.753
C 1.679 -1.020 5.398 0.140
C 2.388 0.130 4.746 0.227
C 3.842 -0.273 4.574 0.153
C 4.565 -0.879 5.840 -0.557
N 3.686 -1.715 6.640 0.316
O 4.224 -2.444 7.658 0.013
C 5.797 -1.546 5.233 0.120
C 5.210 0.324 6.731 0.076
C 1.363 -2.739 7.198 0.232
H 0.760 -0.321 7.822 -0.017
H 2.190 0.570 7.730 0.030
H 2.060 -0.774 8.894 -0.013
H 1.679 -1.896 4.750 -0.065
H 0.604 -0.848 5.438 0.202
H 2.367 0.889 5.529 0.028
H 1.825 0.738 4.037 -0.171
H 4.131 0.750 4.333 0.010
H 4.030 -0.929 3.725 0.160
H 6.374 -1.910 6.084 -0.012
H 5.589 -2.430 4.630 0.003
H 6.415 -0.867 4.645 0.020
H 5.873 1.010 6.204 0.000
H 4.499 0.906 7.318 0.009
H 5.805 -0.157 7.507 -0.002
H 1.536 -3.066 8.223 0.032
H 1.507 -3.547 6.480 -0.029
H 0.278 -2.640 7.164 -0.011
H 4.313 -3.329 7.298 -0.020
C -0.291 -0.158 1.865 -0.248
C -0.091 -0.147 0.380 0.814
C -1.467 -0.456 -0.230 -0.068
C -2.409 0.767 -0.529 -0.473
C -1.613 1.771 -1.169 0.634
C -0.301 2.272 -0.462 -2.909
N 0.523 1.131 -0.055 0.358
O 1.689 1.459 0.556 -0.038
C 0.460 3.271 -1.451 0.863
C -0.799 3.138 0.641 0.497
C 0.828 -1.299 -0.083 -0.433
H -0.556 -1.135 2.270 -0.047
H -1.037 0.577 2.167 0.187
H 0.669 0.078 2.324 -0.068
H -1.279 -0.996 -1.158 0.001
H -1.899 -1.045 0.579 0.021
H -2.802 1.181 0.400 0.180
H -3.298 0.447 -1.071 -0.086
H -2.323 2.568 -1.390 0.299
H -1.385 1.422 -2.176 0.054
H 1.062 4.065 -1.009 0.232
H 0.899 2.676 -2.252 -0.095
H -0.302 3.757 -2.060 -0.012
H -0.286 3.023 1.596 -0.085
H -0.710 4.202 0.420 0.260
H -1.857 2.995 0.860 -0.010
H 1.757 -1.176 0.474 -0.067
H 1.112 -1.196 -1.130 0.047
H 0.390 -2.274 0.131 0.125
H 2.214 1.871 -0.134 0.090
C -5.103 2.372 3.768 0.371
C -6.341 1.586 3.224 -0.647
C -5.977 1.090 1.831 0.246
C -5.267 -0.295 1.603 -0.374
C -5.797 -1.310 2.689 0.196
C -5.885 -0.900 4.098 -0.520
N -6.703 0.352 4.021 0.235
O -7.378 0.675 5.229 -0.011
C -6.736 -1.995 4.903 0.070
C -4.436 -0.780 4.604 0.419
C -7.445 2.583 3.167 0.142
H -4.895 3.420 3.552 -0.014
H -4.187 1.844 3.502 -0.047
H -5.173 2.327 4.855 -0.027
H -6.931 1.112 1.304 0.060
H -5.218 1.700 1.341 0.062
H -4.251 -0.091 1.941 0.172
H -4.995 -0.673 0.617 -0.091
H -5.223 -2.237 2.666 0.065
H -6.795 -1.548 2.323 -0.003
H -6.463 -2.980 4.525 0.007
H -6.532 -1.920 5.972 -0.002
H -7.800 -1.842 4.723 -0.005
H -3.880 -1.688 4.374 -0.052
H -3.956 0.038 4.066 0.012
H -4.466 -0.584 5.676 -0.063
H -7.636 3.141 4.083 0.011
H -8.378 2.193 2.761 -0.004
H -7.145 3.267 2.373 -0.011
H -6.708 0.785 5.908 0.002
C -1.471 -5.230 -6.337 0.065
C -0.266 -4.718 -5.470 -0.340
C -0.001 -3.225 -5.626 0.065
C -1.200 -2.366 -5.054 0.120
C -1.337 -2.683 -3.566 -0.040
C -1.543 -4.225 -3.321 -0.307
N -0.398 -4.871 -3.988 0.128
O -0.260 -6.207 -3.593 -0.005
C -1.479 -4.388 -1.763 0.088
C -2.962 -4.754 -3.754 0.084
C 1.106 -5.403 -5.865 0.089
H -1.435 -4.862 -7.362 0.001
H -2.393 -4.721 -6.055 0.012
H -1.822 -6.256 -6.442 0.003
H 0.993 -2.906 -5.312 0.077
H -0.094 -2.842 -6.643 -0.005
H -2.015 -2.597 -5.739 0.029
H -1.112 -1.282 -5.118 -0.048
H -2.041 -2.007 -3.081 0.047
H -0.380 -2.476 -3.087 0.014
H -0.494 -4.641 -1.370 0.055
H -1.644 -3.505 -1.145 0.001
H -2.125 -5.198 -1.421 0.016
H -3.589 -4.828 -2.865 -0.011
H -3.434 -4.046 -4.435 0.027
H -2.845 -5.709 -4.266 -0.004
H 1.097 -6.466 -5.621 0.019
H 1.799 -4.836 -5.243 0.005
H 1.417 -5.345 -6.908 -0.011
H 0.650 -6.259 -3.293 0.004
C 3.147 -4.691 -0.030 0.286
C 3.978 -4.366 -1.267 -1.087
C 5.196 -3.636 -0.630 0.220
C 6.282 -4.516 -0.088 0.008
C 6.705 -5.503 -1.191 0.117
C 5.637 -6.323 -1.871 -0.250
N 4.441 -5.478 -2.171 0.271
O 3.510 -6.290 -2.822 -0.019
C 6.279 -6.967 -3.111 0.044
C 5.317 -7.513 -0.883 0.044
C 3.307 -3.292 -2.187 0.408
H 3.827 -5.361 0.496 0.001
H 2.268 -5.289 -0.272 0.050
H 2.820 -3.868 0.605 0.039
H 5.707 -2.950 -1.306 -0.053
H 4.713 -3.110 0.194 0.042
H 6.054 -5.059 0.829 0.005
H 7.139 -3.881 0.136 -0.010
H 7.434 -6.176 -0.739 0.004
H 7.378 -4.960 -1.856 0.022
H 5.505 -7.512 -3.653 0.008
H 6.840 -6.265 -3.727 -0.010
H 7.133 -7.612 -2.906 -0.003
H 6.180 -8.010 -0.440 -0.013
H 4.853 -7.085 0.006 0.017
H 4.644 -8.215 -1.375 0.005
H 3.272 -2.327 -1.683 -0.009
H 2.280 -3.427 -2.530 0.100
H 3.981 -3.086 -3.018 -0.050
H 3.822 -6.222 -3.728 -0.004
C -0.651 11.567 -2.561 0.059
C -1.082 10.553 -3.687 -0.199
C 0.136 10.443 -4.684 0.053
C 0.181 9.205 -5.583 0.003
C 0.231 7.906 -4.676 0.142
C -0.969 7.895 -3.714 -0.730
N -1.197 9.170 -3.020 0.227
O -2.172 9.120 -1.961 -0.024
C -2.225 7.464 -4.417 0.163
C -0.554 6.813 -2.554 0.179
C -2.389 10.950 -4.460 0.065
H -0.717 12.568 -2.989 0.013
H 0.254 11.185 -2.089 -0.016
H -1.412 11.673 -1.788 0.001
H 0.227 11.332 -5.308 -0.010
H 1.085 10.268 -4.177 0.005
H 0.927 9.357 -6.363 -0.010
H -0.727 9.244 -6.185 0.011
H 1.135 7.872 -4.068 0.010
H 0.312 7.044 -5.338 -0.008
H -3.153 7.996 -4.210 -0.020
H -2.157 7.533 -5.502 0.022
H -2.340 6.420 -4.124 0.024
H -1.360 6.357 -1.979 0.043
H -0.135 5.906 -2.989 0.158
H 0.208 7.209 -1.882 -0.058
H -3.248 10.644 -3.864 -0.009
H -2.424 10.395 -5.398 0.006
H -2.364 11.982 -4.809 0.004
H -1.642 9.285 -1.177 0.013
```

Computed properties:
HOMO-LUMO gap (alpha / beta): 1.37 / 7.64 eV
ΔE to the lowest compared entry with this formula, charge and spin: 271.1 kJ/mol
HOMO energy (alpha / beta): 0.023 / -0.208 Eh
charge: -1
2S+1: 2



2.
Density functional theory data (ωB97M-V with the def2-TZVPD basis set) for a structure of composition C3H2CsFLiO4 in a non-equilibrium geometry.

The geometry in XYZ format:
```
12
Properties=species:S:1:pos:R:3:nbo_charge:R:1
C 1.921 -0.377 -0.494 0.062
C 1.153 0.632 0.339 0.396
O -0.272 1.233 -0.255 -0.602
C -1.371 0.486 -0.329 0.942
O -2.187 0.678 -1.215 -0.749
O -1.401 -0.762 0.163 -1.018
O 1.732 -1.607 -0.391 -0.870
Cs -5.164 0.114 1.344 0.993
H 2.657 0.042 -1.182 0.114
F 1.956 1.685 0.559 -0.346
H 0.891 0.227 1.316 0.127
Li 0.085 -2.350 0.145 0.951
```

Computed properties:
HOMO-LUMO gap (alpha / beta): 2.69 / 5.76 eV
ΔE to the lowest compared entry with this formula, charge and spin: 27.8 kJ/mol
HOMO energy (alpha / beta): -0.151 / -0.265 Eh
2S+1: 2



3.
Density functional theory data (ωB97M-V with the def2-TZVPD basis set) for a structure of composition C2H5NO.

The geometry in XYZ format:
```
9
Properties=species:S:1:pos:R:3:nbo_charge:R:1
C -1.182 -0.002 0.117 -0.908
C 0.211 0.193 -0.155 0.626
O 0.333 1.050 -1.117 -0.682
N 1.289 -0.413 0.347 -0.774
H -1.517 -0.962 0.509 0.213
H -0.858 0.808 -1.144 0.469
H -1.612 0.850 0.647 0.241
H 2.188 -0.292 -0.094 0.408
H 1.226 -0.960 1.188 0.408
```

Computed properties:
HOMO-LUMO gap: 9.04 eV
ΔE to the lowest compared entry with this formula, charge and spin: 273.0 kJ/mol
HOMO energy: -0.303 Eh



4.
Density functional theory data (ωB97M-V with the def2-TZVPD basis set) for a structure of composition C2HN2O3S in a non-equilibrium geometry.

The geometry in XYZ format:
```
9
Properties=species:S:1:pos:R:3:nbo_charge:R:1
C -1.088 -0.056 -0.137 0.115
C -0.114 0.377 0.982 -0.478
N -1.286 1.375 -0.309 -0.291
N -0.273 1.677 0.451 -0.172
O 1.514 -1.778 0.572 -0.951
O 2.231 0.234 -0.584 -0.939
O -0.153 -0.671 -1.005 -0.694
S 1.150 -0.475 0.057 2.252
H -1.981 -0.682 -0.026 0.157
```

Computed properties:
HOMO-LUMO gap: 8.20 eV
ΔE to the lowest compared entry with this formula, charge and spin: 363.0 kJ/mol
HOMO energy: -0.153 Eh
charge: -1



5.
Density functional theory data (ωB97M-V with the def2-TZVPD basis set) for a structure of composition C38H33N4O2S5ScTe.

The geometry in XYZ format:
```
84
Properties=species:S:1:pos:R:3:mulliken_spin:R:1
Sc -2.299 -0.361 -1.129 -0.008
O -4.472 -1.857 -4.617 0.002
C -4.034 -1.237 -3.641 0.002
N -3.056 -1.596 -2.815 0.003
C -2.464 -2.872 -3.139 -0.004
C -1.881 -3.501 -1.911 0.003
C -1.597 -4.863 -1.863 0.001
C -1.042 -5.395 -0.717 0.000
C -0.782 -4.551 0.353 0.000
C -1.089 -3.210 0.227 0.000
N -1.634 -2.689 -0.880 -0.002
C -4.669 0.087 -3.284 -0.002
C -5.739 0.561 -4.029 0.004
C -6.335 1.751 -3.654 -0.002
C -5.851 2.418 -2.538 0.005
C -4.774 1.878 -1.859 0.007
N -4.180 0.745 -2.231 0.004
H -1.654 -2.750 -3.875 0.002
H -3.194 -3.544 -3.601 -0.001
H -1.823 -5.482 -2.720 0.000
H -0.816 -6.453 -0.655 0.000
H -0.348 -4.918 1.272 0.000
H -0.898 -2.502 1.023 0.000
H -6.068 -0.028 -4.872 0.000
H -7.169 2.152 -4.216 0.000
H -6.293 3.343 -2.194 0.000
H -4.366 2.366 -0.983 -0.009
S 1.734 5.013 -4.746 0.113
C 0.951 3.864 -3.871 0.010
S 1.152 2.167 -4.132 -0.013
C 0.042 1.580 -2.913 0.131
C -0.618 2.578 -2.184 0.094
S -1.655 2.334 -0.889 0.348
S -0.218 4.219 -2.652 -0.024
S -0.076 -0.085 -2.677 0.299
C 7.941 -0.750 1.304 0.000
C 6.438 -0.714 1.280 0.000
C 5.710 -1.547 0.444 0.000
C 4.318 -1.518 0.409 0.001
C 3.605 -2.442 -0.544 -0.002
C 3.620 -0.630 1.241 0.002
Te 1.462 -0.615 1.168 0.005
N -1.264 -0.326 0.759 0.019
C -2.427 -0.332 1.274 0.000
O -3.527 -0.392 0.485 0.004
C -2.726 -0.265 2.744 -0.004
C -4.015 0.003 3.193 0.001
C -4.278 0.101 4.552 0.000
C -3.259 -0.086 5.476 0.000
C -1.974 -0.373 5.034 0.000
C -1.709 -0.459 3.676 -0.002
C 1.333 1.485 0.986 0.003
C 0.473 2.152 1.853 0.004
C 0.323 3.527 1.784 0.010
C 1.047 4.247 0.846 -0.008
C 1.904 3.583 -0.016 0.007
C 2.060 2.197 0.029 -0.005
C 2.989 1.530 -0.945 -0.005
C 4.345 0.205 2.105 -0.001
C 3.669 1.179 3.031 0.000
C 5.736 0.154 2.104 0.000
H 8.328 -1.472 0.585 0.000
H 8.313 -1.028 2.292 0.000
H 8.362 0.227 1.061 0.000
H 6.237 -2.237 -0.208 0.000
H 4.323 -3.005 -1.140 0.000
H 2.948 -1.886 -1.216 0.001
H 2.971 -3.156 -0.014 0.000
H -4.798 0.129 2.458 0.000
H -5.282 0.320 4.892 0.000
H -3.466 -0.011 6.536 0.000
H -1.176 -0.531 5.750 0.000
H -0.709 -0.675 3.316 0.002
H -0.099 1.584 2.575 -0.006
H -0.363 4.027 2.455 0.000
H 0.936 5.322 0.773 0.000
H 2.460 4.145 -0.758 0.001
H 3.325 2.239 -1.702 -0.001
H 2.487 0.698 -1.445 0.009
H 3.868 1.121 -0.443 0.000
H 2.748 0.762 3.439 -0.001
H 3.393 2.095 2.504 0.000
H 4.332 1.447 3.854 0.000
H 6.284 0.810 2.774 0.000
```

Computed properties:
HOMO-LUMO gap (alpha / beta): 6.83 / 5.43 eV
ΔE to the lowest compared entry with this formula, charge and spin: 12.6 kJ/mol
HOMO energy (alpha / beta): -0.175 / -0.178 Eh
charge: -1
2S+1: 2



Repeat the third record exactly.
Density functional theory data (ωB97M-V with the def2-TZVPD basis set) for a structure of composition C2H5NO.

The geometry in XYZ format:
```
9
Properties=species:S:1:pos:R:3:nbo_charge:R:1
C -1.182 -0.002 0.117 -0.908
C 0.211 0.193 -0.155 0.626
O 0.333 1.050 -1.117 -0.682
N 1.289 -0.413 0.347 -0.774
H -1.517 -0.962 0.509 0.213
H -0.858 0.808 -1.144 0.469
H -1.612 0.850 0.647 0.241
H 2.188 -0.292 -0.094 0.408
H 1.226 -0.960 1.188 0.408
```

Computed properties:
HOMO-LUMO gap: 9.04 eV
ΔE to the lowest compared entry with this formula, charge and spin: 273.0 kJ/mol
HOMO energy: -0.303 Eh